Formula: C2H6OSi
Source: the Open Molecules 2025 dataset
Level of theory: ωB97M-V/def2-TZVPD

The largest force on an atom is 0.0588 Eh/bohr. The energy above the lowest of the compared OMol25 structures with the same formula, charge and spin comes out at 175.6 kJ/mol. The calculation puts the LUMO energy at -0.001 Ha. Its gap between HOMO and LUMO is 10.3 eV. The structure (SMILES) is CC[SiH]=O. Its HOMO energy is -10.376 eV.

Structure (ORCA input):
```
! wB97M-V def2-TZVPD RIJCOSX def2/J DEFGRID3
* xyz 0 1
C 0.4931 -0.5384 -1.0276
C 0.0570 -0.4968 0.4599
Si -0.4678 1.2344 1.0869
O -0.0395 2.4203 1.9883
H 1.3938 0.1779 -1.2480
H -0.3383 -0.0348 -1.6124
H 0.6608 -1.6348 -1.5003
H 0.7593 -1.1678 0.9442
H -0.9011 -1.2494 0.6327
H -1.6172 1.2893 0.2764
*
```

Atomic partial charges in e from the Mulliken method, atoms 1 to 4: -0.95 -0.52 0.52 -0.51